Below is C3H6OS2 in the gas phase at a distorted geometry, with properties calculated with the ωB97M-V functional and the def2-TZVPD basis.

- Frontier orbital gap: 0.359 Eh
- E_HOMO: -9.203 eV
- LUMO: 0.553 eV
- Energy relative to the best compared isomer or geometry (same formula, charge and spin): 60.07 kcal per mole

Each line ends with the Mulliken charge.
Positions of all 12 atoms, in Å:
C  -0.65343  -0.18899  0.67759  -0.2633
C  0.09651  1.03572  0.21656  -0.2015
C  0.80948  -0.18774  0.69945  -0.1291
H  -2.13897  0.01360  -1.21973  0.1689
H  -1.12093  -0.18470  1.70114  0.2837
H  0.18899  2.00512  0.71735  0.3229
H  0.57253  0.49060  -1.69796  0.3832
H  1.16594  -0.14202  1.76112  0.3095
H  0.84990  -1.99602  -0.88681  0.1487
O  0.17000  1.44710  -1.12244  -0.5381
S  -1.70617  -1.12165  -0.40949  -0.2348
S  1.76616  -1.17100  -0.43677  -0.2500

---

Below is a molecular structure, C30H41CdGeN3O7S at a distorted geometry, with properties calculated with the ωB97M-V functional and the def2-TZVPD basis.

- ⟨S²⟩: 0.794
- Spin multiplicity: 2
- Frontier orbital gap (alpha / beta): 0.266 / 0.221 Eh
- E_HOMO (alpha / beta): -5.351 / -5.352 eV
- LUMO (alpha / beta): 1.879 / 0.671 eV
- Energy relative to the best compared isomer or geometry (same formula, charge and spin): 6.80 kcal per mole
- Total charge: -1

Each line ends with the Mulliken charge.
Positions of all 84 atoms, in Å:
Cd  0.71667  -1.09378  -0.92729  4.5959
C  -0.29669  3.33339  1.81361  -1.4108
C  0.41188  2.28284  2.68871  1.4280
C  1.70779  2.90025  3.24085  -1.8893
C  -0.49133  1.90313  3.87534  -1.6794
O  0.63944  1.14350  1.92595  -0.1000
Ge  2.31142  0.32857  1.50285  -0.8213
O  1.51764  -1.38798  1.27345  -0.1820
C  1.76953  -2.54115  2.03172  1.3017
C  0.51272  -2.89874  2.84881  -1.2659
C  2.92650  -2.32702  3.02155  -1.9940
C  2.13812  -3.67950  1.07341  -1.5355
O  2.10329  0.61948  -0.42315  0.1251
C  3.23023  1.02807  -1.16378  1.0488
C  4.40841  0.06233  -0.98644  -1.7686
C  2.86655  1.06547  -2.65191  -1.4038
C  3.65600  2.43103  -0.69225  -1.6926
H  -0.40279  4.27945  2.34298  0.5051
H  -1.28285  2.97731  1.52002  0.2831
H  0.29108  3.49193  0.91271  0.1324
H  1.49373  3.78875  3.83105  0.4854
H  2.36976  3.16084  2.41798  0.3703
H  2.21607  2.17014  3.86601  0.4133
H  -0.70614  2.77342  4.49079  0.4037
H  0.01259  1.14889  4.47474  0.3734
H  -1.42398  1.48146  3.50992  0.1569
H  0.17539  -2.00331  3.36974  0.2039
H  0.73027  -3.67532  3.58089  0.4789
H  -0.27795  -3.24518  2.18815  0.1808
H  2.67548  -1.50813  3.69568  0.4488
H  3.82831  -2.06466  2.47152  0.3856
H  3.09942  -3.23484  3.59861  0.4827
H  1.36293  -3.79144  0.31465  0.1940
H  2.27889  -4.61692  1.61013  0.3953
H  3.06075  -3.42189  0.55645  0.3327
H  4.08388  -0.93405  -1.27803  0.2409
H  4.72042  0.05237  0.05716  0.3025
H  5.24760  0.37481  -1.60701  0.5069
H  2.43111  0.10295  -2.92218  0.2705
H  3.75888  1.23887  -3.24949  0.5386
H  2.13839  1.84784  -2.85097  0.1794
H  4.01057  2.37401  0.33737  0.3078
H  2.80320  3.10467  -0.73630  0.1728
H  4.45600  2.81906  -1.31794  0.4742
O  0.32042  -1.33203  -3.08590  -0.8294
S  0.95029  -2.66322  -2.75155  0.8913
O  1.16559  -3.46672  -3.93545  -0.8591
O  2.21010  -2.31756  -2.02628  -0.6699
O  0.05134  -3.31517  -1.76187  -0.6345
C  -0.48007  4.04274  -3.65133  -0.7849
C  0.14759  3.65652  -2.47063  -0.4799
C  -0.13336  2.43962  -1.89471  0.6035
C  -1.07709  1.56989  -2.48589  -1.0456
C  -1.69218  1.96863  -3.69997  -0.2292
C  -1.38857  3.18570  -4.26299  -0.7233
N  -1.33950  0.40709  -1.87709  0.7891
C  -2.55150  -0.17818  -1.99199  -0.2558
C  -3.72506  0.59585  -1.85365  -0.1869
C  -4.95573  -0.00945  -1.71435  -0.7308
C  -5.06157  -1.39252  -1.73728  -0.6977
C  -3.92435  -2.16288  -1.95097  -0.4772
C  -2.68841  -1.57415  -2.09327  -0.2832
H  -0.27383  5.00897  -4.09050  0.3911
H  0.86882  4.32084  -2.01200  0.3691
H  0.32745  2.11112  -0.97325  0.2138
H  -2.37688  1.28967  -4.19029  0.5247
H  -1.86618  3.47896  -5.18875  0.3904
H  -3.62848  1.67203  -1.78093  0.4712
H  -5.84015  0.60092  -1.57714  0.3712
H  -6.02082  -1.86907  -1.59684  0.4042
H  -4.00531  -3.24064  -1.99110  0.4461
H  -1.79720  -2.14654  -2.30729  0.4048
N  -5.65838  -2.52678  3.30671  -0.5743
C  -4.73932  -2.29627  2.65983  -0.3205
C  -3.58584  -2.02517  1.88860  0.4009
C  -2.96218  -3.04723  1.17553  -0.6324
C  -1.82394  -2.74399  0.44414  -1.4247
N  -1.29214  -1.52998  0.41587  2.4765
C  -1.87076  -0.55696  1.09927  -0.9970
C  -3.02835  -0.74757  1.84051  -1.1870
H  -3.36276  -4.04754  1.19633  0.5415
H  -1.31371  -3.48661  -0.15770  0.2430
H  -1.36610  0.39977  1.07273  0.5546
H  -3.49105  0.06696  2.37540  0.5600

---

Below is 5 unconnected molecules or ions with the total composition H10O5 at a distorted geometry, with properties calculated with the ωB97M-V functional and the def2-TZVPD basis.

- Frontier orbital gap: 0.389 Eh
- E_HOMO: -10.375 eV
- LUMO: 0.199 eV
- Energy relative to the best compared isomer or geometry (same formula, charge and spin): 34.72 kcal per mole

Each line ends with the Mulliken charge.
Positions of all 15 atoms, in Å:
O  0.28460  -0.34140  0.22927  -0.9394
H  0.69060  0.38060  0.67527  0.4299
H  0.38860  0.06260  -0.71973  0.3804
O  -1.53340  0.74260  1.62527  -0.7432
H  -1.27740  0.53560  2.56827  0.3342
H  -1.18040  0.07660  1.04027  0.4286
O  1.09260  1.81060  1.11127  -0.6586
H  1.32460  2.65860  0.78327  0.2993
H  0.11260  1.82660  1.04627  0.3835
O  -0.32640  -2.94240  0.48927  -0.6334
H  0.14060  -3.61040  -0.01173  0.3059
H  0.01860  -2.05240  0.30627  0.4452
O  -0.02240  0.20560  -2.60573  -0.6713
H  -0.52040  0.61660  -3.33873  0.3118
H  0.80760  0.03060  -3.19873  0.3271

---

Below is 2 unconnected molecules or ions with the total composition CH7NOS at a distorted geometry, with properties calculated with the ωB97M-V functional and the def2-TZVPD basis.

- Frontier orbital gap: 0.363 Eh
- E_HOMO: -9.080 eV
- LUMO: 0.786 eV
- Energy relative to the best compared isomer or geometry (same formula, charge and spin): 19.26 kcal per mole

Each line ends with the Mulliken charge.
Positions of all 11 atoms, in Å:
S  2.67989  -1.19112  0.19452  -0.3015
H  2.11608  -0.41664  1.15461  0.1332
H  1.45846  -1.70024  0.03808  0.1425
N  -0.88565  -0.36531  -0.72830  -0.4003
C  -0.61326  0.86323  -0.16076  -0.1818
O  -0.92730  1.10256  1.19571  -0.4722
H  -1.71028  -0.91812  -0.60856  0.1573
H  -0.55731  -0.56249  -1.66310  0.2025
H  -1.16053  1.73298  -0.75197  0.2128
H  0.47585  1.22565  -0.19491  0.2302
H  -0.87594  0.22951  1.52466  0.2774

---

What did the third record say?
Below is 5 unconnected molecules or ions with the total composition H10O5 at a distorted geometry, with properties calculated with the ωB97M-V functional and the def2-TZVPD basis.

- Frontier orbital gap: 0.389 Eh
- E_HOMO: -10.375 eV
- LUMO: 0.199 eV
- Energy relative to the best compared isomer or geometry (same formula, charge and spin): 34.72 kcal per mole

Each line ends with the Mulliken charge.
Positions of all 15 atoms, in Å:
O  0.28460  -0.34140  0.22927  -0.9394
H  0.69060  0.38060  0.67527  0.4299
H  0.38860  0.06260  -0.71973  0.3804
O  -1.53340  0.74260  1.62527  -0.7432
H  -1.27740  0.53560  2.56827  0.3342
H  -1.18040  0.07660  1.04027  0.4286
O  1.09260  1.81060  1.11127  -0.6586
H  1.32460  2.65860  0.78327  0.2993
H  0.11260  1.82660  1.04627  0.3835
O  -0.32640  -2.94240  0.48927  -0.6334
H  0.14060  -3.61040  -0.01173  0.3059
H  0.01860  -2.05240  0.30627  0.4452
O  -0.02240  0.20560  -2.60573  -0.6713
H  -0.52040  0.61660  -3.33873  0.3118
H  0.80760  0.03060  -3.19873  0.3271

---

Question: The highest energy relative to the best compared isomer or geometry (same formula, charge and spin) belongs to which entry?
Answer: C3H6OS2